Computed, not measured: C4H5N3O2S in the gas phase at a distorted geometry, with ωB97M-V/def2-TZVPD.

Values from the calculation:
HOMO level (eV): -9.0
LUMO level (Ha): 0.0203
Total charge: 0

Last column: natural (NBO) charge in e.
Positions of all 15 atoms, in Å:
C -1.437 -1.348 0.639  -0.0743
C -0.449 -2.279 0.575  -0.1074
C -0.078 -0.481 -0.702  0.1698
C 0.821 2.277 -0.226  0.5411
N -1.238 -0.310 -0.126  -0.5315
N 0.440 -1.688 -0.291  -0.5259
N -0.425 2.283 0.219  -0.8149
O 1.843 2.893 0.085  -0.5767
O 2.436 0.230 -1.206  -0.9275
S 1.214 0.855 -1.592  1.1565
H -2.258 -1.492 1.174  0.1908
H -0.407 -3.185 1.150  0.2311
H 1.114 -2.232 -0.802  0.4291
H -0.527 2.923 0.990  0.4008
H -1.050 1.556 0.112  0.4388